Entry 1:
Below is C21H46NO13P as an isolated structure at a distorted geometry, with properties calculated with ωB97M-V with the def2-TZVPD basis set.

Last column: Mulliken charge in e.
CARTESIAN COORDINATES (ANGSTROEM)
N -21.51 45.45 -12.94  2.09
H -21.13 46.13 -12.25  -0.33
H -21.24 45.56 -13.97  -1.18
H -22.38 45.68 -13.07  0.05
H -21.52 44.52 -12.59  0.28
P -23.10 43.74 -10.68  0.18
O -22.80 45.12 -10.35  -0.33
O -23.83 43.82 -12.11  -0.85
O -23.92 43.04 -9.70  -0.98
O -21.96 42.91 -11.01  -0.76
O -23.03 48.08 -14.23  -0.36
C -23.97 48.75 -14.57  0.31
O -24.94 49.28 -13.75  -0.23
C -25.02 48.97 -12.35  0.55
C -26.01 49.97 -11.63  -1.30
C -24.32 49.13 -16.04  -1.18
H -23.89 49.21 -12.14  -0.53
H -25.33 47.97 -12.13  0.41
H -26.19 49.55 -10.71  0.45
H -27.00 49.92 -12.28  0.32
H -25.66 51.05 -11.70  0.27
H -25.35 49.48 -15.98  0.46
H -24.31 48.25 -16.61  0.30
H -23.52 49.88 -16.50  0.19
O -18.60 45.59 -11.83  -0.42
C -18.74 45.89 -10.67  0.36
O -18.12 46.94 -9.95  -0.30
C -17.30 47.86 -10.64  0.17
C -16.93 49.08 -9.71  -1.16
C -19.62 45.10 -9.77  -0.12
H -17.92 48.34 -11.41  -0.06
H -16.39 47.38 -11.08  0.32
H -16.31 48.68 -8.92  0.37
H -17.92 49.28 -9.17  0.25
H -16.44 50.06 -10.19  0.27
H -20.26 45.77 -9.79  -0.28
H -19.12 44.87 -8.79  0.31
H -20.00 44.18 -10.40  0.18
O -21.88 44.67 -16.13  -0.38
C -22.21 43.52 -16.25  0.35
O -21.81 42.73 -17.33  -0.40
C -20.73 43.12 -18.22  0.28
C -20.77 42.45 -19.59  -1.35
C -23.07 42.65 -15.24  -0.80
H -19.77 42.90 -17.52  0.09
H -20.81 44.26 -18.27  0.13
H -21.69 42.87 -19.86  0.39
H -20.70 41.20 -19.63  0.21
H -20.12 42.82 -20.32  0.42
H -23.88 42.32 -15.69  0.53
H -23.47 43.49 -14.51  0.14
H -22.21 41.99 -14.89  0.28
C -16.89 45.13 -15.12  -1.63
C -18.45 44.78 -15.26  0.56
O -19.05 44.99 -16.41  -0.53
C -19.29 44.26 -14.11  0.49
H -16.93 45.48 -16.07  0.65
H -16.37 44.29 -14.54  0.32
H -16.81 46.08 -14.62  0.30
H -20.24 43.71 -14.30  -0.13
H -19.51 45.10 -13.52  -0.12
H -18.57 43.68 -13.43  0.33
C -21.13 49.78 -11.48  0.31
C -21.97 49.70 -10.25  0.73
O -22.67 50.71 -9.87  -0.74
C -22.01 48.39 -9.68  -1.31
H -21.69 49.57 -12.40  -0.69
H -20.34 49.12 -11.55  0.07
H -20.66 50.86 -11.37  0.26
H -21.08 47.99 -9.40  0.26
H -22.64 47.62 -10.16  0.29
H -22.46 48.40 -8.79  0.67
C -21.07 49.50 -14.29  -1.97
C -21.18 48.08 -14.39  2.00
O -20.97 47.36 -13.30  -0.57
C -21.26 47.37 -15.77  -1.89
H -20.48 50.05 -14.88  0.83
H -20.79 49.96 -13.37  0.46
H -22.05 49.92 -14.50  0.19
H -21.27 46.31 -15.71  0.26
H -20.57 47.45 -16.41  0.82
H -22.17 47.53 -16.14  0.23

## Properties
HOMO level (eV): 1.948
HOMO-LUMO gap (eV): 1.83
Maximum force (eV/A): 9.674
Energy above the lowest of the compared OMol25 structures with the same formula, charge and spin (kcal/mol): 128.1
Total charge: -2


Entry 2:
Below is a 8-piece molecular cluster, C21H47Cl6N5O5 overall at a distorted geometry, with properties calculated with ωB97M-V with the def2-TZVPD basis set.

Last column: Mulliken charge in e.
CARTESIAN COORDINATES (ANGSTROEM)
C -0.94 4.47 2.92  -1.06
N -2.39 4.55 2.88  0.15
C -3.06 4.22 1.68  -0.61
C -3.01 4.81 4.05  0.17
O -4.22 4.84 4.16  -0.57
H -0.63 4.39 3.92  0.41
H -0.48 5.30 2.39  0.28
H -0.64 3.49 2.48  0.30
H -4.11 4.55 1.82  0.30
H -2.65 4.72 0.81  0.31
H -2.97 3.11 1.42  0.02
H -2.34 5.07 4.92  0.30
C -4.65 1.32 0.00  -1.07
N -4.78 0.91 1.40  0.22
C -5.91 1.48 2.08  -0.99
C -3.75 0.43 2.11  -0.05
O -2.72 0.01 1.61  -0.64
H -5.38 0.74 -0.55  0.36
H -3.63 1.13 -0.33  0.30
H -4.88 2.45 -0.05  0.35
H -5.83 2.56 2.18  0.26
H -6.75 1.37 1.43  0.35
H -6.12 0.91 2.99  0.39
H -3.93 0.36 3.20  0.39
C 6.22 -0.07 -2.93  -0.79
N 4.83 -0.50 -2.96  0.20
C 3.74 0.49 -3.03  -0.79
C 4.48 -1.80 -2.82  -0.09
O 3.30 -2.16 -2.70  -0.54
H 6.88 -0.85 -2.80  0.36
H 6.36 0.65 -2.11  0.14
H 6.44 0.45 -3.86  0.34
H 2.86 0.35 -2.41  0.02
H 4.08 1.51 -2.83  0.41
H 3.39 0.56 -4.06  0.35
H 5.25 -2.50 -2.99  0.43
C 5.18 -0.27 1.53  -0.73
N 5.62 1.15 1.13  0.05
C 4.57 2.10 0.84  -0.67
C 6.83 1.31 0.53  -0.02
O 7.13 2.24 -0.17  -0.56
H 4.77 -0.83 0.75  0.29
H 4.38 0.00 2.36  0.18
H 5.99 -0.85 2.04  0.34
H 4.97 3.12 0.75  0.27
H 4.15 1.77 -0.15  0.14
H 3.80 1.98 1.60  0.31
H 7.56 0.54 0.81  0.40
C 0.81 -1.45 -5.28  -0.68
N -0.33 -2.26 -4.87  0.17
C -1.66 -2.20 -5.55  -0.89
C -0.21 -2.99 -3.74  -0.36
O -1.13 -3.58 -3.22  -0.60
H 0.59 -0.35 -5.07  0.28
H 1.18 -1.70 -6.31  0.37
H 1.70 -1.74 -4.72  0.07
H -2.40 -1.67 -4.95  0.27
H -1.59 -1.75 -6.54  0.37
H -1.93 -3.24 -5.76  0.30
H 0.82 -2.98 -3.32  0.69
Cl 0.88 -0.35 7.66  -0.20
C 0.67 -1.30 6.17  -0.35
C -0.73 -0.99 5.52  -0.41
Cl -0.88 0.75 5.15  -0.12
H 0.86 -2.35 6.35  0.38
H 1.52 -1.02 5.53  0.17
H -1.61 -1.23 6.12  0.35
H -0.79 -1.54 4.55  0.18
Cl -4.32 -2.69 0.33  -0.11
C -3.97 -4.04 -0.77  -0.58
C -3.92 -3.70 -2.28  0.01
Cl -5.53 -3.17 -2.77  -0.21
H -4.84 -4.74 -0.69  0.36
H -3.07 -4.53 -0.39  0.34
H -3.59 -4.50 -2.95  0.32
H -3.20 -2.91 -2.46  -0.09
Cl 0.87 -1.48 1.71  -0.22
C -0.39 -1.80 0.38  0.42
C 0.12 -1.33 -0.91  -0.25
Cl 0.60 0.43 -1.03  -0.26
H -1.21 -1.16 0.67  -0.30
H -0.71 -2.83 0.40  0.37
H -0.64 -1.41 -1.69  -0.03
H 0.98 -1.84 -1.32  0.38

## Properties
HOMO level (eV): -9.237
HOMO-LUMO gap (eV): 9.67
Maximum force (eV/A): 4.709
Energy above the lowest of the compared OMol25 structures with the same formula, charge and spin (kcal/mol): 56.3
Total charge: 0


Entry 3:
Below is C21H47CoO2P3 as an isolated structure at a distorted geometry, with properties calculated with ωB97M-V with the def2-TZVPD basis set.

Last column: Mulliken charge in e.
CARTESIAN COORDINATES (ANGSTROEM)
Co 0.52 0.30 -1.23  0.11
P 1.74 0.94 0.37  0.62
P -0.80 1.79 -1.59  0.73
P 1.96 -0.60 -2.44  0.86
H -1.85 -0.73 -0.11  0.24
C -1.01 -1.28 -0.54  -0.74
C 0.08 -1.62 0.26  -0.44
H 0.08 -1.31 1.31  0.18
C 1.07 1.27 2.04  -0.78
C 2.54 2.55 0.02  -1.30
C 3.17 -0.11 0.82  -1.24
C -2.37 1.21 -2.28  -0.91
C -1.38 2.82 -0.19  -0.83
C -0.08 2.99 -2.77  -1.30
C 2.73 -2.20 -2.00  -1.37
C 3.34 0.49 -2.95  -1.35
C 1.16 -1.06 -3.99  -1.43
H -1.17 -1.76 -1.52  0.38
H 0.80 -2.37 -0.04  0.43
H 0.43 0.45 2.38  0.02
H 0.47 2.18 2.05  0.27
H 1.89 1.39 2.77  0.61
H 1.80 3.36 0.05  0.35
H 3.03 2.55 -0.96  0.31
H 3.30 2.76 0.79  0.48
H 2.83 -1.13 1.05  0.37
H 3.65 0.29 1.73  0.55
H 3.92 -0.15 0.03  0.37
H -2.93 2.06 -2.71  0.51
H -2.96 0.72 -1.50  0.34
H -2.14 0.46 -3.05  -0.08
H -2.18 3.50 -0.54  0.62
H -0.54 3.41 0.22  0.41
H -1.76 2.16 0.61  -0.13
H -0.82 3.77 -2.99  0.48
H 0.21 2.46 -3.69  0.33
H 0.82 3.44 -2.32  0.38
H 3.25 -2.58 -2.90  0.49
H 1.94 -2.92 -1.73  0.41
H 3.43 -2.09 -1.17  0.33
H 3.83 0.02 -3.81  0.52
H 4.04 0.60 -2.12  0.34
H 2.93 1.47 -3.23  0.34
H 1.87 -1.54 -4.67  0.56
H 0.72 -0.18 -4.45  0.68
H 0.35 -1.76 -3.73  0.17
C -1.87 -1.23 -5.73  1.07
C -3.11 -1.02 -6.36  -0.74
C -3.68 -2.05 -7.10  -0.47
C -3.02 -3.27 -7.26  -0.45
C -1.76 -3.45 -6.70  -0.55
C -1.15 -2.41 -5.98  -0.08
O -1.36 -0.38 -4.77  -0.22
H -1.76 0.52 -4.79  0.41
H -3.63 -0.06 -6.24  0.39
H -4.67 -1.91 -7.56  0.43
H -3.48 -4.07 -7.82  0.45
H -1.22 -4.39 -6.82  0.44
H -0.15 -2.52 -5.58  0.30
C -1.73 -1.36 4.14  -1.17
C -2.52 -0.77 2.98  -0.39
O -2.03 0.51 2.56  -0.01
C -2.53 1.65 3.27  -0.47
C -4.01 1.92 3.03  -1.17
H -0.69 -1.55 3.85  0.23
H -2.19 -2.30 4.43  0.43
H -1.73 -0.69 5.01  0.30
H -2.41 -1.41 2.09  0.22
H -3.58 -0.69 3.25  0.41
H -2.34 1.52 4.35  0.44
H -1.93 2.49 2.89  0.28
H -4.63 1.23 3.61  0.38
H -4.23 2.93 3.36  0.42
H -4.27 1.83 1.96  0.23

## Properties
Expectation value of S²: 6.04
HOMO level (alpha / beta) (eV): -16.359 / -16.359
Spin multiplicity: 5
HOMO-LUMO gap (alpha / beta) (eV): 8.20 / 3.90
Maximum force (eV/A): 4.871
Energy above the lowest of the compared OMol25 structures with the same formula, charge and spin (kcal/mol): 16.8
Total charge: +3


Entry 4:
Below is C21H47N4PbSi3 as an isolated structure, with properties calculated with ωB97M-V with the def2-TZVPD basis set.

Last column: Mulliken charge in e.
CARTESIAN COORDINATES (ANGSTROEM)
Pb -0.11 0.03 -0.40  -0.39
C -2.36 -4.02 -1.78  -1.08
Si -1.64 -3.08 -0.31  0.00
C -2.25 -4.04 1.21  -1.16
C 0.23 -3.36 -0.36  -0.84
N -1.89 -1.41 -0.29  0.76
C -3.11 -0.75 -0.20  0.55
C -4.33 -1.43 -0.15  -0.60
C -5.56 -0.78 -0.06  -0.95
C -5.59 0.60 -0.03  -1.00
C -4.39 1.30 -0.10  -0.54
C -3.14 0.68 -0.17  0.49
N -1.95 1.39 -0.19  0.71
Si -1.80 3.08 -0.14  -0.06
C -2.47 4.00 -1.65  -1.07
C -2.54 3.93 1.38  -1.15
C 0.05 3.48 -0.08  -0.65
H -2.06 -5.08 -1.76  0.39
H -2.01 -3.58 -2.72  0.22
H -3.45 -3.98 -1.79  0.33
H -2.02 -5.10 1.11  0.35
H -3.34 -3.94 1.33  0.33
H -1.79 -3.67 2.13  0.25
H 0.46 -4.41 -0.57  0.51
H 0.70 -3.09 0.59  0.01
H 0.69 -2.75 -1.15  0.12
H -4.31 -2.52 -0.18  0.15
H -6.48 -1.36 -0.02  0.36
H -6.53 1.13 0.03  0.36
H -4.43 2.39 -0.11  0.17
H -3.56 3.87 -1.74  0.31
H -2.03 3.59 -2.56  0.23
H -2.26 5.07 -1.60  0.39
H -3.62 3.81 1.43  0.33
H -2.32 5.00 1.37  0.35
H -2.12 3.50 2.30  0.24
H 0.60 2.99 -0.88  0.09
H 0.48 3.16 0.87  -0.08
H 0.21 4.56 -0.18  0.50
C -0.14 0.96 3.41  -1.17
N 0.79 -0.03 2.91  1.26
C 0.41 -1.36 3.32  -1.22
C 2.17 0.30 3.17  -1.16
C 3.14 -0.37 2.19  -1.07
N 2.99 0.07 0.82  1.04
C 3.71 -0.80 -0.09  -1.19
C 3.36 1.45 0.62  -1.12
H -0.17 1.00 4.51  0.34
H -1.14 0.73 3.04  0.27
H 0.12 1.95 3.02  0.22
H 0.49 -1.50 4.42  0.29
H 1.04 -2.11 2.84  0.19
H -0.62 -1.55 3.02  0.28
H 2.48 0.02 4.19  0.30
H 2.28 1.38 3.09  0.46
H 2.96 -1.45 2.20  0.40
H 4.17 -0.20 2.56  0.35
H 4.80 -0.80 0.09  0.32
H 3.53 -0.47 -1.12  0.31
H 3.34 -1.82 0.00  0.28
H 4.40 1.67 0.96  0.26
H 2.68 2.11 1.16  0.16
H 3.28 1.70 -0.44  0.38
C 0.50 -1.53 -4.04  -1.15
Si -0.19 0.03 -3.16  0.90
C -1.96 0.15 -3.85  -1.12
C 0.75 1.41 -4.12  -1.29
H 0.38 -1.45 -5.13  0.36
H -0.03 -2.43 -3.71  0.17
H 1.56 -1.68 -3.83  0.28
H -1.99 0.14 -4.94  0.43
H -2.44 1.07 -3.50  0.19
H -2.57 -0.67 -3.46  0.20
H 0.48 1.39 -5.18  0.35
H 1.83 1.27 -4.05  0.31
H 0.52 2.41 -3.74  0.27

## Properties
HOMO level (eV): -2.841
HOMO-LUMO gap (eV): 5.65
Maximum force (eV/A): 0.866
Energy above the lowest of the compared OMol25 structures with the same formula, charge and spin (kcal/mol): 3.5
Total charge: -1


- What is the energy above the lowest of the compared OMol25 structures with the same formula, charge and spin in the first record?
  128.1 kcal/mol